Entry from the Open Molecules 2025 dataset: a structure of composition C20H30CaNO18 (the ωB97M-V functional and the def2-TZVPD basis).

Element x y z (Å)
H (-0.28, -5.78, -0.95)
O (-5.44, -1.66, 4.19)
C (-0.85, -0.89, -3.89)
H (-1.23, -1.47, -4.73)
C (-0.37, -4.69, -1.00)
C (-1.89, 0.85, 3.33)
Ca (2.32, -1.83, 1.32)
H (-1.28, 3.97, -1.11)
O (2.18, 5.99, -1.07)
O (1.55, 4.05, -0.13)
H (-3.64, 1.27, 2.09)
O (0.44, 4.82, -1.90)
H (-1.63, -3.15, -0.19)
O (3.07, -0.58, -6.12)
C (-2.03, -5.29, 1.88)
C (-3.20, 0.48, 2.69)
O (4.53, 1.53, 2.95)
O (-4.11, 0.10, 3.73)
C (2.29, -1.03, -5.37)
N (-0.05, -0.76, 0.15)
C (3.30, 1.27, 2.58)
H (1.04, -0.89, -2.78)
H (5.67, 3.24, 2.60)
H (2.36, 4.54, 3.69)
C (3.53, 3.49, 2.20)
H (3.76, 3.60, 1.14)
C (2.87, 4.73, 2.74)
C (-0.31, 3.66, -1.51)
H (-1.39, -0.05, 3.70)
H (0.44, 2.15, -2.82)
C (1.46, 5.05, -1.05)
H (-0.57, -4.42, -2.04)
H (-1.06, 0.15, -4.11)
H (-0.09, 2.99, 0.55)
H (0.30, -3.07, -4.68)
H (-2.75, -5.72, -1.04)
O (-3.00, -5.65, 0.99)
O (2.60, 2.35, 2.30)
O (-0.94, -0.25, -0.45)
H (-1.35, -1.16, -2.96)
H (-3.37, -0.65, 0.79)
O (2.22, -2.34, -5.01)
O (-2.00, -5.60, 3.02)
C (-3.12, -0.81, 1.84)
H (0.93, 2.09, -0.55)
C (-1.47, -4.22, -0.09)
C (0.53, 3.09, -0.35)
H (1.40, -3.14, -3.29)
C (-2.83, -4.98, -0.24)
C (-4.62, -1.14, 3.52)
C (1.11, -2.55, -4.16)
O (2.85, 0.14, 2.50)
H (-2.13, -1.25, 1.88)
O (0.44, -0.29, 1.22)
C (-0.48, 2.73, -2.69)
H (-1.22, 1.37, 2.64)
C (0.64, -1.13, -3.77)
O (-1.08, -4.54, 1.26)
O (1.35, -0.31, -4.71)
H (-0.63, 3.29, -3.61)
O (0.52, -1.84, -0.26)
H (2.13, 5.14, 2.05)
H (-1.30, 2.04, -2.51)
H (3.62, 5.49, 2.95)
O (-4.04, -1.71, 2.43)
H (0.58, -4.31, -0.62)
C (4.70, 2.96, 3.02)
H (-3.63, -4.27, -0.43)
H (4.69, 3.30, 4.05)
H (-2.04, 1.49, 4.20)

As for the HOMO energy: -0.4738 hartree. For the LUMO energy, the calculation gives -5.405 eV. As for the gap between HOMO and LUMO: 7.488 eV. The energy above the lowest of the compared OMol25 structures with the same formula, charge and spin comes out at 0.0 kJ/mol. The net charge is +1.